# 1
43
Properties=species:S:1:pos:R:3:forces:R:3 method="wB97M-V/def2-TZVPD" relative_energy_ev=0.000 charge=+1 molar_mass_g_mol=576.869 spin_multiplicity=1 lumo_ev=-7.28 orbital_gap_ev=4.4
Tl 36.7323 19.1761 15.1219 0.40 0.12 0.05
C 32.4782 16.7518 16.9043 1.97 0.85 -1.87
C 33.6440 17.5658 16.5840 -0.17 1.18 1.33
C 34.0187 18.6805 17.6116 -0.20 -1.18 0.08
O 35.0345 19.3221 17.4872 0.19 0.39 -0.33
C 33.1901 18.8085 18.7942 1.50 0.69 -1.13
C 32.1609 17.9218 19.0880 -2.30 -0.60 1.54
C 31.7150 16.9198 18.0563 -1.77 -0.87 0.44
O 30.6618 16.2985 18.1545 0.54 0.50 0.55
O 31.5033 18.0400 20.1159 0.38 -0.17 -0.36
O 34.2982 17.4902 15.5752 0.10 -0.44 -0.59
H 32.1917 16.0880 16.0962 -0.29 -0.31 0.32
H 33.4390 19.6173 19.4716 -0.14 -0.05 0.14
C 40.9096 21.4354 16.7624 0.00 -0.01 -0.38
S 39.6253 20.8067 17.9105 0.92 0.26 -0.53
O 38.6214 20.0487 17.1098 -0.01 -0.29 -0.11
C 40.7861 19.6261 18.6800 -1.18 -0.35 0.00
H 40.5967 22.1834 16.0324 -0.63 0.03 0.41
H 41.2671 20.5994 16.1601 0.07 -0.15 0.25
H 41.7178 21.8763 17.3457 0.01 -0.19 0.14
H 41.2962 20.1782 19.4641 0.32 -0.16 -0.06
H 41.4100 19.0885 17.9706 0.27 0.43 -0.12
H 40.1402 18.8588 19.1157 0.01 0.23 0.27
C 39.8399 23.0689 12.8267 0.37 -1.10 0.12
S 38.2010 22.2808 12.9609 0.91 0.00 0.56
O 38.3142 21.2545 14.0807 -0.15 0.75 -0.69
C 37.3258 23.6609 13.6788 -0.84 0.16 0.46
H 40.5489 22.2420 12.9389 -0.18 -0.09 -0.10
H 40.0747 23.7493 13.6416 -0.36 0.32 -0.15
H 39.9981 23.4516 11.8215 -0.22 0.41 0.11
H 36.3211 23.2511 13.8106 -0.02 0.25 0.13
H 37.2450 24.5747 13.0910 0.22 -0.30 -0.51
H 37.7164 23.9596 14.6520 0.23 -0.39 0.03
C 35.5295 14.4214 14.9122 -0.57 -0.29 -0.10
S 36.7254 15.2428 13.8353 0.55 -0.31 0.80
O 37.0931 16.5965 14.3885 -0.21 -0.49 -0.04
C 38.1008 14.1426 14.3083 0.37 -0.27 0.55
H 35.5156 13.3824 14.5741 -0.01 0.03 -0.06
H 34.5303 14.8262 14.7562 0.13 0.18 -0.19
H 35.7253 14.4182 15.9842 0.51 0.30 -0.09
H 39.0263 14.5634 13.9217 -0.11 0.02 -0.24
H 37.9955 13.0988 14.0060 -0.30 0.26 -0.66
H 38.2225 14.0400 15.3915 -0.30 0.63 0.04

# 2
102
Properties=species:S:1:pos:R:3:forces:R:3 method="wB97M-V/def2-TZVPD" relative_energy_ev=1.045 molar_mass_g_mol=612.510 spin_multiplicity=1 lumo_ev=-0.06 orbital_gap_ev=10.7
O 11.8691 10.1903 15.2889 -0.42 0.56 0.02
H 12.4566 9.7251 14.6815 0.18 0.05 0.27
H 11.9828 9.8086 16.1731 0.16 -0.06 -0.44
O 14.1940 14.4696 12.5268 0.00 0.13 -0.43
H 14.8339 13.9379 13.0059 0.09 -0.16 0.23
H 14.1116 14.0481 11.6561 0.27 0.03 -0.17
O 12.7441 6.3642 13.7607 0.23 0.95 0.96
H 12.5450 6.9609 14.5377 0.08 -1.13 -1.03
H 11.9311 5.9043 13.5180 -0.17 0.32 0.12
O 12.8442 7.0673 9.8055 0.14 1.05 -0.30
H 12.1753 6.5835 9.2912 0.29 0.39 -0.14
H 13.0185 7.9167 9.2848 -0.35 -1.12 0.06
O 8.9426 8.9620 8.5274 -0.06 0.53 -0.20
H 8.1794 9.1797 7.9572 0.69 0.03 0.36
H 9.6059 9.6979 8.4391 -0.78 -0.82 -0.17
O 6.0222 5.9439 10.9880 -1.22 0.88 -0.56
H 6.2545 6.8811 11.0673 0.12 -0.07 0.01
H 6.7604 5.4732 11.3147 1.18 -0.71 0.55
O 8.7508 10.3178 13.3572 0.47 0.05 0.14
H 8.3944 10.9717 13.9693 -0.96 0.06 0.28
H 9.5330 10.8160 13.0996 0.63 -0.32 -0.47
O 10.7701 6.4256 7.7508 -0.37 0.05 0.30
H 10.3766 5.6956 8.2602 -0.10 0.53 -0.41
H 10.1303 7.1712 7.7710 0.33 -0.58 0.30
O 14.8821 9.6386 15.0086 1.29 -0.97 -1.28
H 15.3319 10.4561 15.3006 -0.23 -0.55 -0.36
H 15.4957 9.1840 14.3118 -1.15 1.44 1.52
O 13.3264 9.3299 8.2633 -0.24 0.75 0.01
H 13.7410 10.0163 8.8130 0.14 -0.32 0.23
H 12.5402 9.8068 7.9149 0.23 -0.79 -0.07
O 10.9671 10.3202 7.2011 0.51 0.84 1.21
H 10.6328 10.0988 6.3525 -0.35 -0.32 -1.21
H 11.1926 11.2785 7.1968 -0.25 -0.13 0.00
O 9.8095 8.1230 15.4888 -1.03 0.48 -0.74
H 9.8956 8.9745 15.0136 0.05 -0.33 0.45
H 10.6849 7.8714 15.7478 0.85 -0.03 0.28
O 7.5040 16.7434 11.9154 1.40 0.19 0.15
H 7.0645 17.4266 12.4000 -0.62 0.52 0.27
H 6.8843 16.0592 11.6916 -0.71 -0.76 -0.27
O 9.1817 15.4069 13.9735 -0.25 0.13 -0.08
H 8.5306 15.8747 13.4164 0.20 0.01 0.00
H 10.0188 15.4532 13.4874 -0.01 -0.30 -0.18
O 10.7921 15.1066 16.1446 -0.84 -0.24 -0.46
H 11.2981 15.8884 16.3765 -0.30 0.20 -0.16
H 10.0030 15.3426 15.5692 1.18 0.05 0.64
O 12.9714 15.7660 8.5028 -1.05 0.44 0.20
H 12.6623 15.2595 9.2645 0.20 -0.05 -0.09
H 13.7813 15.3543 8.2464 0.88 -0.44 -0.14
O 12.9759 13.2789 10.2458 -0.64 1.30 -0.17
H 12.3702 13.3688 10.9962 -0.29 -0.05 -0.17
H 13.2138 12.3528 10.2610 0.52 -1.37 0.21
O 15.2975 12.9153 14.6695 1.00 0.17 -0.34
H 15.6058 13.7923 14.9595 -0.40 -0.55 0.05
H 14.3358 12.9212 14.6620 -0.78 0.29 0.48
O 7.3807 8.7632 11.1358 -0.89 -0.69 2.02
H 7.8254 9.0769 10.3893 1.20 0.43 -2.41
H 7.9366 9.1145 11.8455 -0.22 0.15 0.50
O 15.0909 7.4069 11.6600 0.52 -0.17 -0.74
H 14.4958 7.3848 10.9066 -0.38 -0.12 -0.45
H 14.6158 6.9371 12.3310 -0.62 -0.48 0.82
O 6.8765 14.1001 11.4648 0.76 -0.08 0.60
H 7.8071 13.9919 11.7507 -0.58 0.25 -0.21
H 6.7876 13.3488 10.8514 0.04 -0.07 -0.17
O 13.8937 10.8191 10.6074 1.20 0.41 -0.12
H 14.8044 11.0544 10.9611 -0.67 -0.11 -0.12
H 13.5873 10.1344 11.2101 -0.25 -0.42 0.15
O 11.5812 14.9226 12.2017 -1.63 1.55 -0.68
H 12.4523 14.6373 12.4101 1.65 -0.59 1.13
H 11.7575 15.8601 11.9832 -0.36 -0.58 -0.05
O 12.3621 13.0809 15.0884 0.02 -1.42 -0.45
H 11.9581 12.1842 15.2436 0.43 1.05 0.31
H 11.7926 13.7806 15.4597 -0.24 -0.05 0.07
O 7.2586 12.5057 14.4009 0.15 0.98 0.13
H 7.5646 13.2682 14.9260 0.01 -0.56 -0.03
H 6.9752 12.9632 13.5936 -0.13 -0.35 -0.15
O 16.5813 9.0662 12.7010 0.65 0.17 0.76
H 17.3899 8.5583 12.6140 0.24 -0.03 0.10
H 15.9337 8.5606 12.1582 -0.37 -0.33 -0.16
O 11.4206 12.9652 7.7820 -0.46 -0.09 -1.05
H 11.6185 13.7142 7.1874 0.02 -0.36 0.83
H 11.8689 13.0830 8.6223 0.62 0.54 0.31
O 12.9250 7.9518 16.4012 -0.43 -0.80 0.21
H 13.3224 7.1983 16.8508 -0.20 -0.07 0.17
H 13.6748 8.3713 15.9851 0.88 0.78 -0.43
O 7.1324 11.7423 10.1147 -0.55 0.97 -0.69
H 6.4858 11.2424 10.6000 -0.08 -0.80 0.32
H 7.9747 11.2903 10.1149 0.61 -0.27 0.39
O 10.1520 7.2624 12.7207 -0.73 -0.31 -0.66
H 9.7120 7.6279 13.5003 0.06 -0.05 0.34
H 9.4212 7.1465 12.0809 0.59 0.14 0.32
O 16.1584 11.4571 11.9374 -0.33 1.41 0.29
H 16.5201 10.6452 12.3283 0.04 -0.41 0.01
H 15.9181 12.0241 12.6987 0.21 -0.42 -0.42
O 9.9995 11.2544 10.4344 -0.03 0.48 -0.10
H 10.3301 11.6816 11.2487 -0.06 -0.51 0.09
H 10.3786 11.8482 9.7789 -0.15 -0.07 -0.49
O 12.5627 8.7782 11.9773 0.11 1.01 0.68
H 12.3105 8.0298 12.5167 -0.01 -0.41 1.10
H 12.2604 8.3962 11.1647 -0.31 -0.18 -1.59
O 11.5420 11.6085 12.5448 0.51 0.39 0.86
H 11.8971 12.1052 13.3309 -0.30 -0.66 -0.89
H 12.0124 10.7538 12.4229 -0.32 0.47 0.27